Entry 1:
The following is a quantum chemistry calculation of a 2-piece molecular cluster, C5H13N2O4S overall in a non-equilibrium geometry, from the Open Molecules 2025 dataset.

Calculated values
E: -1006.85939 Eh
relative energy (zero: lowest compared OMol25 entry of this formula, charge and spin): 403.5 kJ/mol
net charge: -1
Kohn-Sham gap: 3.804 eV

XYZ file:
```
25
Properties=species:S:1:pos:R:3:lowdin_charge:R:1
C -2.517 1.704 -1.302 -0.1972
N -1.274 1.023 -1.051 -0.1765
C -1.436 -0.430 -0.894 -0.3542
C -1.654 -1.273 -2.205 -0.3933
N -1.240 -0.551 -3.430 -0.1371
H -2.317 2.775 -1.417 0.0599
H -3.046 1.377 -2.210 0.0595
H -3.211 1.589 -0.470 0.0641
H -0.571 1.255 -1.727 0.0615
H -2.292 -0.635 -0.239 0.0731
H -0.546 -0.815 -0.374 0.0374
H -2.750 -1.409 -2.292 -0.0339
H -1.641 0.381 -3.521 -0.0068
H -0.244 -0.529 -3.544 -0.0043
C 1.739 -0.133 1.256 -0.1691
C 2.818 0.556 2.068 -0.1738
O 2.681 0.018 3.389 -0.2008
S 2.186 -1.515 3.285 0.6177
O 3.326 -2.369 3.396 -0.2389
O 1.045 -1.671 4.125 -0.2279
O 1.723 -1.483 1.746 -0.1851
H 0.759 0.314 1.432 0.1285
H 1.950 -0.122 0.190 0.1368
H 2.696 1.636 2.089 0.1316
H 3.816 0.307 1.699 0.1287
```


Entry 2:
The following is a quantum chemistry calculation of a 2-piece molecular cluster, C8H20N2O2P overall in a non-equilibrium geometry, from the Open Molecules 2025 dataset.

Calculated values
E: -917.72964 Eh
relative energy (zero: lowest compared OMol25 entry of this formula, charge and spin): 312.2 kJ/mol
net charge: +1
Kohn-Sham gap: 6.746 eV

XYZ file:
```
33
Properties=species:S:1:pos:R:3:lowdin_charge:R:1
N -0.902 0.726 -1.806 0.1009
N 0.325 0.144 -2.187 -0.1909
C 1.548 0.746 -1.864 0.1016
C 2.633 -0.265 -2.562 -0.3704
P 4.492 -0.125 -2.150 0.7699
O 5.279 -0.743 -3.414 -0.5116
C 1.901 -1.747 -2.553 -0.1116
C 0.389 -1.177 -2.982 -0.0696
H -0.670 1.757 -1.702 0.1396
H -1.467 0.689 -2.706 0.1481
H 1.747 1.752 -1.278 0.1835
H 2.602 0.040 -3.716 0.1547
H 4.886 -0.814 -0.940 0.0266
H 4.896 1.282 -2.027 0.0316
H 2.428 -2.482 -3.308 0.1486
H 1.830 -2.350 -1.552 0.1355
H 0.313 -0.996 -4.159 0.1690
H -0.544 -1.748 -2.505 0.1621
C -3.388 0.328 4.284 -0.0784
C -2.503 1.368 3.619 -0.2753
O -1.159 0.932 3.434 -0.1620
C -0.969 -0.204 2.594 -0.2743
C -1.434 0.019 1.165 -0.1074
H -2.929 -0.039 5.208 0.0873
H -4.368 0.753 4.520 0.0819
H -3.547 -0.536 3.632 0.0661
H -2.455 2.250 4.267 0.1223
H -2.930 1.703 2.669 0.1038
H -1.445 -1.087 3.033 0.1118
H 0.107 -0.405 2.584 0.1167
H -2.521 0.127 1.112 0.0738
H -1.152 -0.829 0.535 0.0605
H -0.993 0.931 0.752 0.0560
```


- Among the records above, which one has the lowest E?
  C5H13N2O4S